Density functional theory data (ωB97M-V/def2-TZVPD) for C19H20ClN4OOsS2 as an isolated structure at a distorted geometry.

Computed properties:
Multiplicity ... 2
E_tot ... -2377.4528 Eh
Net charge ... 0

XYZ file:
```
48
Properties=species:S:1:pos:R:3:forces:R:3
Os -0.081040 -0.394012 -0.872162 0.031 3.236 0.560
N -2.301261 -0.849038 2.569746 0.164 0.512 -0.358
C -2.106353 -2.208281 2.476195 0.399 -0.068 -0.395
C -2.597038 -3.262015 3.223624 -0.033 -0.460 0.099
C -2.211743 -4.541485 2.843888 -0.323 0.472 0.344
C -1.361990 -4.751672 1.763531 0.307 0.197 -0.396
C -0.858349 -3.698313 1.018366 -0.038 -0.227 0.028
C -1.239318 -2.409555 1.376527 -0.412 -0.137 0.679
N -0.930474 -1.189570 0.827104 -0.968 1.933 0.405
C -1.602558 -0.254031 1.553891 0.617 -2.859 0.067
C -1.518014 1.107014 1.197754 -0.724 2.568 0.535
C -2.048217 2.257061 1.778467 0.899 -0.489 -1.098
S -1.583784 3.659471 0.856427 0.016 -1.525 0.176
C -0.740178 2.623550 -0.235939 -0.302 0.466 0.407
N -0.789540 1.356259 0.058102 0.172 -0.176 -0.254
H -2.880009 -0.362813 3.230750 -0.023 -0.087 0.026
H -3.256070 -3.101474 4.063333 -0.067 0.002 0.075
H -2.588317 -5.388810 3.395130 -0.033 -0.075 0.084
H -1.090485 -5.761760 1.495816 0.034 -0.061 -0.025
H -0.205272 -3.853557 0.176633 0.081 0.006 -0.101
H -2.637968 2.350361 2.662157 -0.224 0.019 0.319
H -0.224267 3.036592 -1.082022 0.162 -0.122 -0.211
O 0.670092 0.683740 -2.493418 0.745 0.171 -0.376
N -0.074673 1.367522 -3.347837 -0.632 0.119 -0.164
C 0.559748 2.307519 -4.088600 0.117 -0.063 0.064
C -0.103367 3.078993 -4.999397 -0.167 0.009 -0.056
C -1.480525 2.899674 -5.168835 0.041 -0.295 0.310
C -2.116356 1.940164 -4.413758 0.232 0.432 -0.432
C -1.421323 1.152746 -3.488064 0.414 -0.250 0.347
S -2.217071 -0.031183 -2.558054 0.821 -0.482 1.210
H 1.617125 2.389724 -3.894164 0.039 -0.095 0.067
H 0.445365 3.808855 -5.571247 0.071 0.061 -0.014
H -2.030492 3.508351 -5.868388 -0.078 0.022 -0.091
H -3.172839 1.752820 -4.506889 -0.121 0.016 -0.016
C 2.674199 0.461133 2.602396 0.018 -0.300 -0.170
C 3.105423 -0.135055 1.263972 0.440 -0.300 0.294
C 4.642164 -0.087586 1.088839 -0.392 0.001 0.136
C 2.460923 0.558352 0.120594 -2.756 -1.295 -1.136
H 3.236299 0.024500 3.424872 0.043 -0.051 0.127
H 1.616037 0.266560 2.772384 -0.135 0.044 0.026
H 2.832049 1.536828 2.620342 0.049 0.200 -0.021
H 2.841113 -1.202111 1.254247 -0.070 0.176 -0.005
H 4.981403 0.938831 0.966349 0.085 0.143 -0.001
H 4.932396 -0.655800 0.207113 0.052 0.015 -0.059
H 5.137609 -0.516062 1.958985 0.101 -0.061 0.072
H 2.762607 0.254843 -0.871432 0.309 0.272 -0.099
H 2.190485 1.594864 0.254829 0.097 0.262 -0.098
Cl 0.763854 -2.262146 -1.642159 0.943 -1.873 -0.881
```
Positions in Å, forces in eV/Å.


Density functional theory data (ωB97M-V/def2-TZVPD) for an isolated ion of composition C19H20F and charge +1 at a distorted geometry.

Computed properties:
Multiplicity ... 1
E_tot ... -835.4871 Eh
Net charge ... +1

XYZ file:
```
40
Properties=species:S:1:pos:R:3:forces:R:3
C 5.294545 -0.279283 1.901160 -0.510 0.184 0.601
C 4.280424 -0.748169 0.905475 -0.309 -0.559 -0.573
C 2.986080 -0.251202 0.700469 -0.617 0.318 0.321
C 2.097568 -0.619368 -0.350353 -0.163 -0.823 -0.415
C 0.784308 -0.037544 -1.073989 1.620 0.190 -0.140
C 1.189205 -0.146647 -2.576682 0.302 0.347 -0.400
H 5.807799 -1.120071 2.387863 -0.177 -0.068 -0.386
H 6.105812 0.299786 1.424992 -0.351 -0.223 -0.238
H 4.901241 0.347188 2.717363 -0.163 -0.095 -0.531
H 4.626207 -1.609156 0.303678 -0.243 0.624 -0.065
H 2.638051 0.420616 1.476428 -0.077 0.506 -0.308
H 2.501042 -1.453051 -0.957642 -0.227 0.331 0.335
H 0.685013 0.987785 -0.800057 0.807 1.171 0.214
H 1.122183 0.868461 -2.946767 -0.261 0.135 -0.429
H 2.260389 -0.355983 -2.760288 -0.435 -0.232 0.346
H 0.598999 -0.815511 -3.238659 0.197 0.281 0.806
F -2.482973 1.433666 3.497233 1.409 -1.266 -0.995
C -1.647351 0.526267 2.846012 -0.280 0.090 0.309
C -1.123383 -0.559363 3.547723 0.140 0.313 -0.109
C -0.247446 -1.435300 2.883008 -0.113 -0.023 0.045
C -0.064253 -1.335534 1.513838 -0.724 0.643 0.138
C -0.777181 -0.369272 0.789667 1.083 -0.085 0.755
C -0.668744 -0.458450 -0.709952 -1.146 -0.042 0.397
C -1.948997 0.281016 -1.299787 0.241 0.665 -0.297
C -1.894717 0.913263 -2.542696 -0.169 -0.219 -0.004
C -3.029418 1.468459 -3.148089 -0.493 0.141 0.105
C -4.284138 1.443263 -2.504519 0.508 -0.430 0.090
C -4.372435 0.871468 -1.218670 1.060 0.085 -0.720
C -3.203613 0.357730 -0.623344 -0.228 -0.398 -0.284
C -1.408892 0.675191 1.472855 -0.563 0.076 0.454
H -1.363433 -0.696407 4.596486 0.074 0.080 -0.106
H 0.261387 -2.240576 3.407117 -0.205 0.225 0.176
H 0.630621 -1.960822 0.954881 -0.343 -0.440 0.300
H -0.700751 -1.484275 -1.058555 -0.570 -0.489 0.310
H -0.935504 0.949789 -3.046215 -0.337 0.060 -0.215
H -2.935679 1.911750 -4.150891 -0.071 -0.189 0.600
H -5.176721 1.834119 -3.007326 0.457 -0.127 0.241
H -5.324593 0.798741 -0.682074 0.468 0.196 -0.202
H -3.333802 0.044858 0.407973 0.147 -0.424 -0.387
H -1.846851 1.542567 0.962331 0.260 -0.531 0.260
```
Positions in Å, forces in eV/Å.


Density functional theory data (ωB97M-V/def2-TZVPD) for a single C19H20F2N4O molecule at a distorted geometry.

Computed properties:
Multiplicity ... 1
E_tot ... -1229.8907 Eh
Net charge ... 0

XYZ file:
```
46
Properties=species:S:1:pos:R:3:forces:R:3
O -1.400139 4.196959 1.115791 1.684 -0.463 1.112
F 5.343321 -4.755168 -0.633068 -1.886 0.908 -0.138
F -6.798800 2.741366 -0.304674 0.603 -0.564 0.358
N 2.790927 2.241685 1.360340 -1.046 -2.304 -0.271
C -0.544554 3.340972 1.342933 -1.628 -0.022 -1.223
C 3.302259 1.094920 0.737099 1.454 3.395 0.882
C 1.443090 2.237351 1.578147 1.674 0.825 -3.026
C 4.747588 -2.855322 0.629242 -0.854 -0.592 -0.848
C 4.066610 -1.655108 0.802347 1.303 -0.404 0.357
C 1.129796 0.194803 0.437713 -1.092 2.428 0.474
C 4.443369 -3.706386 -0.445108 -0.251 2.487 0.141
C 2.521561 0.035283 0.374146 -1.663 0.598 -0.740
C 3.107883 -1.217666 -0.095091 0.068 -0.515 -0.104
C 0.521270 1.408312 0.894471 1.644 -2.081 0.980
C 3.404421 -3.279456 -1.366673 0.872 -1.441 -0.232
C 2.753352 -1.999188 -1.217488 -0.635 -1.329 -0.889
N 0.759152 3.404130 1.886704 -0.656 3.115 -0.374
N -0.754372 2.024820 0.908342 2.402 -0.876 0.774
N -4.426760 0.769628 0.857605 1.155 0.390 1.120
C 3.191391 -4.338191 -2.524027 1.118 1.004 0.857
C 1.701307 -1.488460 -2.350107 1.345 -0.223 1.274
C -1.946998 1.542063 0.256937 -1.680 -0.162 0.925
C -3.235872 1.634351 1.258801 0.044 -1.210 -1.341
C -5.733019 1.172179 1.350118 -0.799 1.668 2.241
C -5.039477 1.026467 -0.412264 2.895 1.407 -4.106
C -6.384990 1.445143 0.019905 -1.091 -1.034 0.642
H 4.425605 1.186421 0.423385 -2.248 -0.390 0.925
H 5.453614 -3.176369 1.350143 0.815 -0.160 0.454
H 4.388512 -0.968784 1.623453 -0.536 -0.918 -0.654
H 0.524945 -0.529834 0.003162 -0.947 -1.366 -0.647
H 1.198554 4.362956 1.693943 -0.572 -2.107 0.834
H 2.489305 -5.167616 -2.201247 0.780 1.084 -0.625
H 4.251470 -4.730335 -2.644328 -1.573 -0.013 -0.231
H 2.914911 -3.807580 -3.461891 -0.104 -0.761 0.643
H 0.606036 -1.653154 -2.107172 1.274 1.186 0.401
H 1.717082 -2.117655 -3.225532 0.782 -0.300 -0.320
H 2.127510 -0.474384 -2.663804 -1.516 -1.091 0.537
H -1.817449 0.480603 0.016685 0.126 0.212 0.098
H -2.028816 2.096566 -0.680286 -0.615 -0.004 0.098
H -2.891401 1.337650 2.250004 0.008 -0.348 -0.117
H -3.587309 2.628507 1.368140 -0.037 1.334 -0.208
H -6.260147 0.464212 1.904829 -0.642 -1.697 0.885
H -5.794053 2.031728 1.965888 0.483 1.305 0.808
H -4.892629 0.180234 -1.020553 -0.463 -1.094 -1.248
H -4.541705 1.865994 -0.949519 -0.313 -0.225 0.104
H -7.246348 0.775353 -0.107442 0.318 0.348 -0.582
```
Positions in Å, forces in eV/Å.


Density functional theory data (ωB97M-V/def2-TZVPD) for C19H20IN4OSV as an isolated structure at a distorted geometry.

Computed properties:
Multiplicity ... 2
E_tot ... -2670.0110 Eh
Net charge ... +1

XYZ file:
```
47
Properties=species:S:1:pos:R:3:forces:R:3
V 0.068775 -0.270866 -0.357383 -0.185 0.154 -0.751
O 2.294446 -2.597723 2.029105 0.084 -0.100 0.134
C 1.836682 -1.682357 1.374339 -0.312 -0.043 -0.673
N 1.203042 -1.748775 0.160382 0.481 -0.846 0.451
C 0.725031 -3.054035 -0.284122 -0.029 0.304 0.278
C -0.789238 -3.031147 -0.166252 0.131 0.210 0.048
C -1.568366 -4.169150 -0.319124 0.017 -0.054 0.066
C -2.935779 -4.076210 -0.167571 -0.093 -0.022 -0.004
C -3.501624 -2.838365 0.126144 -0.066 -0.126 -0.006
C -2.674336 -1.748766 0.230723 0.308 0.130 -0.020
N -1.336088 -1.822881 0.081539 -0.304 -0.494 -0.112
C 1.883093 -0.255803 1.842070 -0.363 0.055 -0.311
C 2.721486 0.157498 2.850505 0.132 -0.023 0.161
C 2.785035 1.504126 3.164278 0.053 0.033 0.068
C 1.996936 2.389794 2.444840 -0.034 0.088 -0.020
C 1.149050 1.902024 1.468257 0.000 -0.366 -0.026
N 1.064010 0.589339 1.163175 0.658 0.451 0.924
H 0.997073 -3.221450 -1.328610 0.029 -0.031 -0.062
H 1.151367 -3.872622 0.296170 -0.030 -0.035 0.107
H -1.087771 -5.115294 -0.532516 -0.024 0.017 0.008
H -3.559905 -4.955502 -0.267354 0.019 0.032 0.005
H -4.566960 -2.720912 0.266547 0.019 -0.024 -0.004
H -3.077034 -0.766652 0.441580 0.001 0.025 -0.008
H 3.318204 -0.592375 3.352734 -0.003 0.021 0.002
H 3.443162 1.859420 3.946202 -0.017 0.001 -0.020
H 2.023700 3.453885 2.640118 0.007 -0.039 0.000
H 0.518323 2.571084 0.898058 -0.036 0.016 -0.012
C 3.549928 0.358562 -0.863342 0.064 0.116 0.103
S 2.014812 0.546145 -1.774788 0.168 -0.058 -0.116
C 2.016850 2.325919 -2.022055 -0.078 0.094 -0.032
H 3.552245 0.978742 0.033940 0.011 -0.006 -0.038
H 4.381979 0.631542 -1.508913 0.009 -0.008 0.007
H 3.629401 -0.688644 -0.582130 0.014 -0.007 -0.025
H 2.858528 2.608194 -2.650738 0.005 0.003 0.003
H 2.076284 2.845009 -1.066121 0.010 0.002 -0.010
H 1.091276 2.600282 -2.527593 0.011 -0.020 -0.001
I -1.239997 -0.325772 -3.224265 0.032 -0.054 -0.063
C -1.980195 1.127009 -1.930641 -0.004 -0.044 0.226
C -2.995177 1.970258 -2.325235 -0.067 0.048 0.011
C -3.561119 2.798023 -1.364180 -0.096 0.040 -0.143
C -3.097496 2.735628 -0.062981 0.038 0.017 0.182
C -2.040078 1.897375 0.234072 0.092 -0.060 -0.227
N -1.460241 1.105166 -0.692405 -0.699 0.602 -0.152
H -3.351453 1.953387 -3.345373 -0.005 0.021 0.026
H -4.369094 3.466675 -1.632733 0.025 -0.026 0.012
H -3.533044 3.339501 0.720728 -0.002 0.001 -0.024
H -1.625724 1.840715 1.230921 0.028 0.004 0.038
```
Positions in Å, forces in eV/Å.


- Look up the E_tot of the first one.
  -2377.4528 Eh